# 1
Molecular formula: C15H22BN6PdS3Sb
Method: DFT, ωB97M-V with the def2-TZVPD basis set

CARTESIAN COORDINATES (ANGSTROEM)
Pd: -0.286 0.297 0.014
C: 2.683 1.973 -0.969
C: 2.715 0.503 -0.767
C: 3.687 -0.421 -1.115
C: 3.253 -1.649 -0.617
C: 3.890 -2.991 -0.732
N: 2.081 -1.440 -0.010
N: 1.752 -0.134 -0.077
B: 1.184 -2.322 0.870
N: 0.777 -1.504 2.121
N: 0.141 -0.297 2.031
C: -0.069 0.161 3.259
C: -0.750 1.457 3.525
C: 0.450 -0.763 4.176
C: 0.969 -1.794 3.427
C: 1.639 -3.047 3.883
N: -0.088 -2.580 0.033
N: -0.984 -1.574 -0.042
C: -2.067 -2.004 -0.727
C: -3.249 -1.146 -1.004
C: -1.866 -3.344 -1.021
C: -0.605 -3.675 -0.530
C: 0.121 -4.973 -0.599
H: 3.525 2.302 -1.572
H: 2.707 2.493 -0.010
H: 1.761 2.263 -1.475
H: 4.609 -0.223 -1.635
H: 4.927 -2.880 -1.037
H: 3.378 -3.590 -1.486
H: 3.857 -3.537 0.209
H: 1.728 -3.334 1.184
H: -1.022 1.953 2.596
H: -0.099 2.123 4.090
H: -1.656 1.303 4.111
H: 0.442 -0.686 5.250
H: 1.669 -3.066 4.970
H: 2.661 -3.109 3.509
H: 1.103 -3.931 3.538
H: -3.092 -0.136 -0.632
H: -4.133 -1.556 -0.517
H: -3.446 -1.101 -2.075
H: -2.557 -4.003 -1.518
H: -0.565 -5.762 -0.898
H: 0.565 -5.238 0.359
H: 0.923 -4.922 -1.337
S: 0.413 3.782 -2.763
Sb: -1.410 2.307 -2.555
S: -0.262 0.206 -2.281
S: -1.541 2.151 -0.099

Values from the calculation:
total charge = +1
highest occupied orbital energy (alpha / beta) = -11.89 / -11.87 eV
DFT total energy = -68047.5973 eV
spin multiplicity = 2
frontier orbital gap (alpha / beta) = 6.0 / 5.6 eV

# 2
Molecular formula: C15H22Cl39N3O5P
Method: DFT, ωB97M-V with the def2-TZVPD basis set

CARTESIAN COORDINATES (ANGSTROEM)
N: -1.597 -2.691 -3.313
C: -2.085 -1.623 -2.724
N: -3.407 -1.655 -2.359
C: -4.166 -1.399 -3.654
O: -5.454 -1.018 -3.406
O: -5.650 0.341 -3.891
N: -1.329 -0.608 -2.526
P: 0.341 -0.490 -3.013
O: 0.675 -1.250 -4.164
O: 1.268 -0.902 -1.796
O: 0.568 1.068 -3.346
H: -0.993 -3.230 -2.718
H: -2.335 -3.243 -3.691
H: -3.549 -0.820 -1.808
H: -4.079 -2.264 -4.289
H: -3.651 -0.584 -4.150
H: -5.941 0.851 -3.141
H: -1.742 0.175 -2.052
H: 1.148 -0.300 -1.062
H: -0.229 1.327 -3.800
C: 4.414 -0.432 0.494
Cl: 5.845 0.579 0.662
Cl: 4.796 -2.115 0.861
Cl: 3.112 0.151 1.543
H: 4.077 -0.376 -0.531
C: -0.195 -1.820 3.258
Cl: 1.424 -2.241 3.812
Cl: -0.844 -0.472 4.192
Cl: -0.183 -1.422 1.530
H: -0.837 -2.675 3.404
C: -0.895 4.954 -3.217
Cl: -1.394 6.633 -3.083
Cl: -1.410 4.034 -1.798
Cl: -1.557 4.231 -4.690
H: 0.184 4.922 -3.267
C: 1.362 4.119 1.560
Cl: 2.392 5.289 0.742
Cl: -0.312 4.669 1.582
Cl: 1.499 2.537 0.776
H: 1.700 4.022 2.581
C: -4.469 4.045 1.499
Cl: -4.401 3.724 3.229
Cl: -3.538 5.486 1.096
Cl: -3.888 2.642 0.585
H: -5.496 4.219 1.226
C: -5.889 4.036 -4.524
Cl: -6.187 3.404 -2.898
Cl: -5.337 5.704 -4.449
Cl: -4.714 3.025 -5.363
H: -6.817 4.008 -5.073
C: -2.611 -0.811 7.577
Cl: -3.433 0.724 7.858
Cl: -2.036 -1.497 9.095
Cl: -3.678 -1.946 6.744
H: -1.756 -0.626 6.945
C: 8.151 -1.917 2.887
Cl: 7.769 -2.595 4.472
Cl: 8.646 -0.230 3.036
Cl: 9.408 -2.867 2.094
H: 7.261 -1.958 2.276
C: -6.917 7.893 0.755
Cl: -7.670 7.519 -0.795
Cl: -6.594 6.411 1.662
Cl: -5.430 8.812 0.519
H: -7.602 8.498 1.329
C: 12.634 -2.949 0.040
Cl: 11.482 -2.971 -1.297
Cl: 14.059 -3.912 -0.351
Cl: 13.092 -1.294 0.440
H: 12.158 -3.386 0.905
C: 4.267 -6.096 2.605
Cl: 5.329 -4.923 1.828
Cl: 2.599 -5.516 2.615
Cl: 4.373 -7.662 1.797
H: 4.590 -6.218 3.629
C: -9.235 0.476 -4.474
Cl: -8.834 2.087 -5.079
Cl: -10.008 0.583 -2.892
Cl: -10.266 -0.378 -5.617
H: -8.316 -0.080 -4.365
C: 7.533 -7.982 3.747
Cl: 7.723 -6.281 4.192
Cl: 8.810 -8.478 2.637
Cl: 7.524 -9.004 5.184
H: 6.587 -8.098 3.244

Values from the calculation:
total charge = +1
highest occupied orbital energy = -12.02 eV
DFT total energy = -528274.6412 eV
frontier orbital gap = 8.0 eV

# 3
Molecular formula: C15H22F6IN2O8PPdS2
Method: DFT, ωB97M-V with the def2-TZVPD basis set

CARTESIAN COORDINATES (ANGSTROEM)
Pd: -0.360 -1.342 0.304
F: -2.241 -2.883 1.753
C: -1.122 -3.134 2.437
F: -0.779 -2.060 3.154
F: -1.430 -4.107 3.320
S: 0.269 -3.725 1.302
O: -0.268 -4.010 -0.002
O: 0.666 -4.885 2.065
N: 1.495 -2.688 1.418
S: 2.496 -2.520 0.208
O: 2.195 -1.570 -0.818
O: 3.089 -3.756 -0.232
C: 3.863 -1.684 1.212
F: 4.864 -2.561 1.453
F: 4.403 -0.670 0.504
F: 3.474 -1.194 2.393
I: -0.684 2.671 4.301
C: 0.199 2.180 2.469
C: 0.170 3.079 1.421
C: 0.739 2.688 0.222
C: 1.296 1.423 0.131
N: 1.330 0.571 1.151
C: 0.787 0.938 2.304
H: -0.310 4.044 1.527
H: 0.707 3.332 -0.643
H: 1.708 1.051 -0.800
H: 0.808 0.207 3.104
C: -2.619 -1.706 -2.262
C: -1.934 -0.519 -2.935
C: -0.618 -0.978 -3.558
C: -2.846 0.109 -3.990
O: -1.541 0.496 -1.978
P: -2.448 1.127 -0.782
O: -3.908 1.024 -1.090
O: -1.904 0.658 0.523
O: -1.954 2.697 -0.953
C: -2.787 3.851 -1.133
C: -1.805 5.025 -1.158
C: -3.538 3.796 -2.464
C: -3.754 4.022 0.041
H: -2.832 -2.483 -3.005
H: -3.547 -1.392 -1.793
H: -1.952 -2.129 -1.504
H: -0.798 -1.754 -4.307
H: 0.033 -1.377 -2.780
H: -0.115 -0.135 -4.035
H: -3.130 -0.637 -4.737
H: -2.327 0.927 -4.495
H: -3.742 0.494 -3.509
H: -1.035 4.841 -1.908
H: -1.324 5.136 -0.186
H: -2.320 5.957 -1.401
H: -2.828 3.676 -3.285
H: -4.103 4.720 -2.621
H: -4.215 2.949 -2.456
H: -3.193 4.092 0.975
H: -4.416 3.163 0.093
H: -4.345 4.934 -0.084

Values from the calculation:
total charge = -2
highest occupied orbital energy = -0.77 eV
DFT total energy = -94120.3934 eV
frontier orbital gap = 4.6 eV

# 4
Molecular formula: C15H22F8O14P2S
Method: DFT, ωB97M-V with the def2-TZVPD basis set

CARTESIAN COORDINATES (ANGSTROEM)
O: -2.346 -0.946 3.869
C: -1.317 -0.413 4.121
O: -0.878 -0.297 5.414
C: 0.441 0.128 5.374
O: 1.162 0.060 6.301
C: 0.693 0.582 3.976
S: 2.180 1.454 3.585
O: 2.630 2.044 4.803
O: 2.001 2.419 2.546
C: 3.499 0.207 3.175
F: 3.322 -0.797 4.068
F: 4.690 0.730 3.426
C: 3.441 -0.448 1.753
F: 2.774 0.301 0.876
F: 2.953 -1.677 1.785
F: 4.709 -0.550 1.312
C: -0.332 0.237 3.194
C: -0.511 0.482 1.742
C: -1.237 -0.664 1.003
O: -1.932 -0.111 -0.100
C: -0.261 -1.672 0.419
F: 0.335 -2.340 1.432
F: -0.930 -2.569 -0.326
F: 0.656 -1.110 -0.368
H: 0.443 0.671 1.262
H: -1.128 1.365 1.592
H: -1.980 -1.150 1.622
H: -1.476 0.672 -0.420
C: -3.992 -2.609 -0.974
O: -4.831 -1.491 -0.587
P: -6.307 -1.292 -1.277
O: -6.296 0.041 -1.893
O: -7.110 -1.308 0.124
C: -7.008 -2.475 0.935
O: -7.467 -2.159 -2.053
C: -7.063 -2.965 -3.179
H: -2.974 -2.256 -1.053
H: -4.048 -3.387 -0.210
H: -4.291 -3.031 -1.936
H: -6.223 -2.337 1.681
H: -6.786 -3.369 0.344
H: -7.958 -2.624 1.441
H: -6.358 -3.739 -2.874
H: -6.614 -2.340 -3.954
H: -7.953 -3.442 -3.579
C: 6.629 1.766 -3.465
O: 5.303 1.570 -4.010
P: 3.979 1.850 -3.074
O: 3.225 0.589 -3.051
O: 3.332 2.930 -4.081
C: 4.085 4.106 -4.370
O: 3.524 2.686 -1.737
C: 4.319 2.523 -0.542
H: 7.263 0.955 -3.814
H: 7.036 2.714 -3.819
H: 6.632 1.762 -2.373
H: 4.648 3.963 -5.294
H: 4.779 4.359 -3.562
H: 3.390 4.933 -4.500
H: 5.341 2.873 -0.701
H: 4.332 1.480 -0.243
H: 3.862 3.119 0.244

Values from the calculation:
structure (SMILES) = O=C1OC(=O)C(S(=O)(=O)C(F)(F)C(F)(F)F)=C1C[C@@H](O)C(F)(F)F.COP(=O)(OC)OC.COP(=O)(OC)OC
highest occupied orbital energy = -9.90 eV
DFT total energy = -95729.3027 eV
frontier orbital gap = 7.6 eV